Entry 1:
{"formula": "C7H11Cl2GaIO", "method": "ωB97M-V/def2-TZVPD", "lumo_energy_ev": 2.666, "orbital_gap_ha": 0.2805, "relative_energy_kcal_mol": 18.67, "total_charge": -1, "elements": ["C", "C", "C", "Ga", "C", "C", "O", "I", "H", "H", "H", "H", "H", "H", "H", "Cl", "C", "C", "Cl", "H", "H", "H", "H"], "positions_angstrom": [[1.70736, -1.94074, -1.34385], [0.94143, -1.00300, -1.16457], [0.14852, 0.35543, -1.13185], [-1.83919, 0.02458, -0.69399], [-2.87250, -1.02526, -2.14767], [-3.90782, -1.99389, -1.46468], [-5.07817, -1.70752, -1.34783], [-3.32191, -3.96009, -0.69599], [2.56412, -2.58885, -1.65095], [0.57877, 0.90519, -0.23669], [0.30528, 0.95975, -2.06729], [-2.55251, 1.47995, -0.57247], [-2.05490, -0.75326, 0.70804], [-2.22990, -1.54695, -2.91349], [-3.50145, -0.26110, -2.71038], [3.24625, 1.87757, 0.42618], [3.00191, 2.24768, 2.15005], [2.40779, 1.08048, 2.90874], [0.72401, 0.75066, 2.43308], [2.37013, 3.13348, 2.22025], [3.98212, 2.49462, 2.56196], [2.39530, 1.30301, 3.97707], [2.98537, 0.16826, 2.75633]], "atomic_forces_ev_per_a": [[0.323, 0.425, -0.350], [0.356, 1.605, -0.973], [1.156, -1.795, 0.871], [-0.042, 0.377, 0.515], [-1.183, -1.176, -0.568], [-0.998, 2.675, -1.629], [1.821, -0.742, 0.226], [0.322, 0.079, -0.079], [-1.602, 0.784, 0.732], [-0.580, -0.478, -1.248], [0.068, -0.845, 0.835], [0.054, -0.092, -0.153], [0.201, 0.009, -0.171], [-0.504, 0.218, 1.099], [0.576, -1.036, 0.786], [0.000, 0.013, 0.011], [0.092, 0.059, 0.170], [-0.047, -0.020, 0.078], [0.091, -0.010, 0.072], [-0.037, -0.147, -0.057], [-0.050, -0.078, 0.006], [0.041, 0.078, -0.070], [-0.059, 0.096, -0.103]]}

Entry 2:
{"formula": "C7H11ClO2", "method": "ωB97M-V/def2-TZVPD", "lumo_energy_ev": [0.499, 0.296], "orbital_gap_ha": [0.3013, 0.2836], "relative_energy_kcal_mol": 72.39, "elements": ["C", "C", "C", "C", "C", "C", "C", "O", "O", "Cl", "H", "H", "H", "H", "H", "H", "H", "H", "H", "H", "H"], "positions_angstrom": [[-1.21966, 0.75897, -1.72237], [0.08016, 0.40015, -1.83144], [-2.02022, 0.74339, -0.46737], [-1.37941, 0.54954, 0.92810], [-0.15404, -0.33584, 1.14872], [1.18925, -0.03071, 0.42805], [2.19029, -1.12252, 0.25471], [-0.58578, -1.63441, 0.82610], [1.62691, 1.21179, 0.76833], [1.29673, 0.20874, -2.94386], [-1.68866, 1.32803, -2.48581], [-2.55982, 1.66682, -0.29721], [-2.76095, -0.18135, -0.58912], [-1.20315, 1.53522, 1.30242], [-2.28417, 0.09031, 1.52282], [0.11455, -0.37701, 2.21701], [3.04614, -1.19140, 1.05683], [2.84518, -1.01622, -0.66844], [1.75907, -2.17302, 0.34469], [-0.72907, -1.70157, -0.14883], [2.43665, 1.27106, 0.35671]], "atomic_forces_ev_per_a": [[3.032, 0.461, -0.158], [-1.182, -0.788, 4.128], [-0.713, -2.970, 0.713], [-1.163, -0.307, 0.590], [0.220, -0.650, -0.758], [-2.886, 0.474, -0.778], [2.214, -1.605, 0.457], [0.131, -1.214, -0.861], [-2.465, -0.992, 0.874], [0.124, 0.313, -1.069], [-0.513, 0.053, -1.231], [-0.566, -0.003, -0.692], [1.001, 2.137, 0.108], [0.270, 0.673, 0.523], [2.115, 0.849, -0.586], [-0.273, 0.112, -0.073], [-1.722, 0.782, -0.811], [-1.217, -0.140, 0.601], [0.187, 1.605, -0.628], [0.242, 0.342, 0.931], [3.164, 0.868, -1.279]]}

Entry 3:
{"formula": "C7H11FN2", "method": "ωB97M-V/def2-TZVPD", "smiles": "CN(C)[C@@]1(F)CC=CC=N1", "lumo_energy_ev": 0.326, "orbital_gap_ha": 0.3307, "relative_energy_kcal_mol": 8.85, "elements": ["C", "C", "C", "C", "C", "C", "C", "N", "N", "F", "H", "H", "H", "H", "H", "H", "H", "H", "H", "H", "H"], "positions_angstrom": [[2.32174, 0.02225, -0.57768], [1.93736, -0.18236, 0.67308], [1.42463, 0.73611, -1.53003], [0.82450, 0.69768, 1.22685], [-0.18967, 0.86370, 0.16380], [-1.05310, -1.40312, 0.77016], [-2.18899, -0.04890, -0.95834], [0.28577, 1.11861, -1.16616], [-1.25045, -0.13922, 0.14904], [-0.77174, 2.20893, 0.49589], [3.15439, -0.50452, -0.97444], [2.49277, -0.81720, 1.32939], [1.76542, 0.66564, -2.60182], [0.42605, 0.21189, 2.12167], [1.24878, 1.61392, 1.47299], [-1.87463, -1.63595, 1.51948], [-0.96077, -2.11452, 0.00334], [-0.11148, -1.44135, 1.39858], [-1.99256, 0.98062, -1.26085], [-2.23420, -0.81745, -1.74352], [-3.25380, -0.01474, -0.51144]], "atomic_forces_ev_per_a": [[-0.615, -0.448, -0.381], [0.048, 1.269, 0.090], [1.296, -1.308, 0.270], [0.369, -3.213, -0.059], [-2.099, 1.233, 0.071], [0.293, 0.251, 2.762], [-2.024, 1.308, 1.823], [-0.713, 0.233, -1.021], [1.639, 1.631, -0.331], [0.052, -1.528, -0.294], [0.658, -0.318, -0.358], [0.289, -0.260, 0.353], [-0.675, 0.837, 0.961], [-0.166, 0.555, -0.075], [0.562, 1.768, 0.470], [0.607, -0.004, -1.094], [-0.063, -1.580, -0.742], [-1.131, -0.018, -0.951], [-0.516, -0.397, -1.061], [0.808, 0.207, 0.175], [1.379, -0.219, -0.607]]}

Entry 4:
{"formula": "C7H11I2N2OSTi", "method": "ωB97M-V/def2-TZVPD", "s_squared": 0.969, "lumo_energy_ev": [4.875, 4.845], "orbital_gap_ha": [0.1278, 0.1456], "multiplicity": 2, "relative_energy_kcal_mol": 5.34, "total_charge": -2, "elements": ["C", "I", "H", "H", "H", "C", "C", "N", "H", "I", "N", "H", "Ti", "C", "O", "C", "C", "H", "H", "H", "C", "H", "H", "H", "S"], "positions_angstrom": [[-2.38492, 1.45459, -0.28817], [-1.93941, 1.46438, 3.94835], [-3.02056, 0.62827, 0.05865], [-2.21174, 1.55990, -1.39481], [-2.67417, 2.34072, 0.31676], [1.80743, -1.22301, -1.16265], [0.27616, -0.08592, -0.10107], [1.63420, -0.05769, -0.59383], [0.51914, -2.82640, -1.70228], [0.20280, -1.91106, 2.98327], [-0.24245, -1.18890, -0.63218], [2.81634, -1.54672, -1.57147], [-0.14117, 0.60923, 2.19728], [-0.79946, 1.07851, 0.04673], [-0.11845, 1.96483, -0.47192], [0.75480, -1.96112, -1.26689], [-1.59867, -1.57509, -0.57084], [-1.66163, -2.49073, 0.03365], [-1.98178, -1.73948, -1.62362], [-2.17875, -0.72358, -0.10018], [2.65944, 0.92366, -0.26198], [2.85987, 1.56527, -1.14151], [3.59808, 0.39684, -0.01474], [2.35360, 1.50888, 0.61119], [1.47131, 1.83464, 2.70226]], "atomic_forces_ev_per_a": [[1.623, -1.735, 0.245], [-1.163, 0.242, 0.542], [-0.507, 0.532, -0.584], [-1.215, 0.219, 0.892], [0.660, -0.354, -0.766], [6.168, -1.593, -2.610], [-1.103, 0.909, 3.105], [-1.389, 2.647, 1.520], [-0.482, -3.210, -1.549], [0.076, -1.156, 0.198], [-0.045, -2.995, -1.546], [-1.246, 0.711, 0.607], [-0.131, -0.321, -2.127], [-0.637, 0.335, 1.783], [2.083, 4.589, -1.722], [-2.913, 2.004, 1.896], [-0.950, 0.412, -0.021], [-0.484, 0.117, -0.135], [0.075, 0.005, 0.951], [0.727, -1.770, -0.616], [0.200, -0.425, -0.640], [-0.192, -0.061, 0.383], [-0.317, 0.048, -0.003], [-0.049, -0.104, -0.338], [1.212, 0.952, 0.535]]}

Entry 5:
{"formula": "C7H11N", "method": "ωB97M-V/def2-TZVPD", "s_squared": 0.769, "lumo_energy_ev": [3.669, 3.596], "orbital_gap_ha": [0.1164, 0.2305], "multiplicity": 2, "relative_energy_kcal_mol": 0.00, "total_charge": -1, "elements": ["C", "C", "N", "C", "C", "C", "C", "C", "H", "H", "H", "H", "H", "H", "H", "H", "H", "H", "H"], "positions_angstrom": [[-0.04955, -2.02102, -0.38486], [-1.03418, -2.48579, 0.37983], [-1.87291, -3.59028, 0.10228], [0.80316, -0.87700, 0.15832], [0.16539, 0.46308, -0.02551], [0.82515, 1.67128, -0.09972], [0.25331, 2.94863, -0.34216], [0.79982, 4.18263, -0.05390], [0.23803, -2.51173, -1.30425], [-1.24562, -1.95868, 1.30610], [-1.98685, -4.23963, 0.86240], [-1.66997, -4.02193, -0.78635], [1.79672, -0.96842, -0.28983], [0.87693, -1.12511, 1.23848], [-0.90511, 0.48081, -0.08058], [1.91705, 1.59725, -0.14128], [-0.76267, 2.85676, -0.72683], [1.72426, 4.56024, 0.35699], [0.12704, 5.03892, -0.16911]], "atomic_forces_ev_per_a": [[0.254, 0.242, 0.736], [0.321, -0.343, -0.154], [-0.461, 0.544, -0.265], [-0.829, -0.351, -0.009], [0.093, -0.053, -0.556], [0.712, 0.189, -0.727], [0.839, -1.214, 0.732], [-1.278, 1.700, -0.527], [-0.100, -0.023, -0.256], [-0.073, -0.173, 0.065], [0.122, -0.091, -0.086], [0.064, -0.215, 0.184], [0.083, 0.237, 0.152], [0.491, 0.105, -0.029], [-0.596, -0.173, 0.125], [0.037, 0.232, 0.480], [-0.153, 0.529, 0.229], [0.455, -1.018, 0.168], [0.021, -0.126, -0.261]]}

Entry 6:
{"formula": "C7H11N", "method": "ωB97M-V/def2-TZVPD", "smiles": "CCc1c[nH]c(C)c1", "lumo_energy_ev": 1.055, "orbital_gap_ha": 0.3288, "relative_energy_kcal_mol": 34.39, "elements": ["C", "C", "C", "C", "N", "C", "C", "C", "H", "H", "H", "H", "H", "H", "H", "H", "H", "H", "H"], "positions_angstrom": [[-0.93367, -2.99272, -0.49788], [-0.05861, -1.94165, -1.10857], [0.19211, -0.64831, -0.30882], [0.64566, -0.46278, 0.93878], [0.73312, 0.93852, 1.32874], [0.11025, 1.58662, 0.24590], [-0.22272, 0.68008, -0.78944], [-0.15838, 3.07857, 0.24647], [-1.95122, -2.70285, -0.21259], [-1.26611, -3.74218, -1.36157], [-0.52766, -3.50581, 0.44596], [-0.53285, -1.69119, -2.11318], [0.91478, -2.42823, -1.25600], [1.22968, -1.15192, 1.56053], [0.96566, 1.39736, 2.18970], [-0.75342, 0.92559, -1.58226], [-0.93084, 3.27999, -0.51965], [-0.42507, 3.55503, 1.25312], [0.69742, 3.69568, -0.06379]], "atomic_forces_ev_per_a": [[-1.810, -2.554, -0.030], [0.391, 0.959, -0.395], [-1.913, 1.120, -1.559], [2.590, 0.640, 2.749], [-2.047, -1.717, -4.024], [-0.009, -0.004, -0.321], [3.305, -0.683, 6.436], [-0.079, 0.672, 0.472], [0.271, 0.793, 0.175], [1.357, 0.907, 1.931], [-0.298, 0.494, -1.676], [0.968, -0.025, 1.181], [-0.140, 0.228, -0.469], [-0.629, 0.107, -0.210], [0.032, -0.429, 0.111], [-2.175, 0.969, -3.705], [0.148, 0.025, 0.676], [-0.082, -1.046, -1.271], [0.121, -0.455, -0.071]]}

Entry 7:
{"formula": "C7H11N", "method": "ωB97M-V/def2-TZVPD", "smiles": "C[C@@H]1C=C[C@H]2CCN12", "lumo_energy_ev": 1.139, "orbital_gap_ha": 0.3549, "relative_energy_kcal_mol": 86.02, "elements": ["C", "C", "C", "C", "C", "C", "C", "H", "H", "H", "H", "H", "H", "H", "H", "H", "H", "H", "N"], "positions_angstrom": [[-2.08859, -0.16633, -1.08899], [-0.80871, 0.47928, -0.88607], [0.49877, -0.01416, -1.64374], [1.14806, -0.77649, -0.79742], [0.63193, -0.82935, 0.68173], [1.36024, 0.05659, 1.63235], [0.12729, 1.07085, 1.42062], [-2.06137, -1.26112, -0.71973], [-2.48411, -0.42678, -2.17163], [-2.83117, 0.32216, -0.46080], [-0.79844, 1.69877, -0.76651], [0.75572, 0.16274, -2.65473], [2.20698, -1.12906, -1.14600], [0.28347, -1.92089, 0.98723], [2.31487, 0.22025, 1.21663], [1.21101, -0.40384, 2.59364], [-0.41042, 1.20488, 2.42764], [0.45149, 1.96539, 0.89269], [-0.55029, 0.09216, 0.55581]], "atomic_forces_ev_per_a": [[-2.939, -3.517, -2.600], [3.101, 2.808, 1.995], [-2.964, 0.246, 2.062], [3.651, -0.980, 0.511], [-2.385, -2.286, -3.577], [-2.660, -0.097, 0.437], [1.222, -0.792, 1.212], [0.365, 1.687, -0.155], [0.754, 1.445, 1.726], [-0.263, -0.040, -0.383], [-0.496, -2.788, -1.064], [0.104, 0.262, -0.749], [-1.990, 0.084, 1.015], [1.110, 2.060, -0.476], [1.315, 0.800, 0.502], [1.142, 0.198, 0.681], [0.684, 0.427, -1.693], [-0.373, 0.427, 0.314], [0.621, 0.055, 0.242]]}

Entry 8:
{"formula": "C7H11N", "method": "ωB97M-V/def2-TZVPD", "smiles": "C=C/C=C\\[C@@H]1CCN1", "lumo_energy_ev": 1.085, "orbital_gap_ha": 0.3589, "relative_energy_kcal_mol": 72.20, "elements": ["C", "C", "C", "C", "C", "C", "C", "H", "H", "H", "H", "H", "H", "H", "H", "H", "H", "H", "N"], "positions_angstrom": [[-1.55428, -0.21926, -1.64863], [-1.96275, -0.56162, -0.41324], [-1.16281, -1.44830, 0.51357], [0.03781, -1.21668, 1.02294], [1.07356, -0.08866, 0.83742], [0.54047, 1.39989, 0.88067], [1.16093, 1.57320, -0.47436], [-0.64296, -0.67508, -2.00313], [-2.15723, 0.43717, -2.30295], [-2.93302, -0.13809, -0.01642], [-1.66668, -2.38363, 0.80298], [0.48328, -2.12022, 1.48458], [1.91988, -0.38359, 1.53587], [0.96560, 1.98505, 1.71753], [-0.53646, 1.43570, 0.86191], [1.94888, 2.28738, -0.46926], [0.37684, 1.79537, -1.21646], [1.43071, -0.34509, -1.24651], [1.71623, 0.21051, -0.49406]], "atomic_forces_ev_per_a": [[-0.865, -0.177, 0.880], [-0.216, 0.758, 0.260], [-1.360, 0.514, -0.681], [1.785, -0.847, -0.701], [0.180, -0.569, 0.678], [0.740, -1.152, 1.463], [-0.468, 0.079, -0.691], [0.113, 0.182, -0.358], [0.521, -0.507, 0.433], [1.079, -0.624, -0.461], [0.245, 0.399, -0.150], [-0.342, 0.735, 0.268], [-1.108, 0.788, -0.464], [-0.374, -0.155, -0.511], [-0.305, 0.096, 0.238], [0.530, 0.853, -0.458], [0.550, -0.014, -0.127], [-0.568, -0.983, -1.142], [-0.136, 0.624, 1.524]]}

Entry 9:
{"formula": "C7H11N", "method": "ωB97M-V/def2-TZVPD", "lumo_energy_ev": 1.012, "orbital_gap_ha": 0.3487, "relative_energy_kcal_mol": 158.91, "elements": ["C", "C", "C", "C", "C", "C", "C", "H", "H", "H", "H", "H", "H", "H", "H", "H", "H", "H", "N"], "positions_angstrom": [[2.41305, -0.36011, -0.18925], [1.08226, -0.13503, -0.00418], [0.18692, -0.49970, 1.13779], [-0.95415, -0.31360, 0.12880], [-2.44035, -0.45925, -0.23308], [-0.76240, 1.24124, 0.05381], [0.50985, 1.45444, -0.00938], [2.30362, -1.55601, 0.03827], [3.05247, -0.14116, 0.59453], [2.84771, 0.07710, -1.19307], [0.17376, -1.52121, 1.77954], [0.02475, 0.11428, 1.96072], [-2.99497, -0.07674, 0.56541], [-2.49194, 0.09223, -1.15470], [-3.11904, -1.52513, -0.47993], [0.28846, -0.13028, -1.84508], [-1.32169, 2.00966, 0.15396], [0.99081, 2.45606, -0.36771], [0.21086, -0.72679, -0.93646]], "atomic_forces_ev_per_a": [[4.096, -4.247, -1.678], [-4.086, 5.404, 1.241], [-1.722, -5.069, 3.401], [0.989, 1.890, -3.293], [-0.649, -4.586, -0.864], [2.771, -4.158, -0.214], [3.486, 0.606, -2.002], [1.475, 2.038, -1.805], [1.187, 1.269, 1.556], [-0.873, -1.532, 1.814], [0.680, 1.303, -2.369], [0.400, 1.660, 1.166], [-0.992, 1.193, 0.964], [-0.563, 0.431, -0.165], [2.769, 2.465, 0.781], [-0.875, -1.435, 1.784], [-4.979, 4.514, 0.347], [-0.539, -1.972, 1.275], [-2.576, 0.228, -1.936]]}

Entry 10:
{"formula": "C7H11N", "method": "ωB97M-V/def2-TZVPD", "lumo_energy_ev": 0.911, "orbital_gap_ha": 0.3639, "relative_energy_kcal_mol": 190.52, "elements": ["C", "C", "C", "C", "C", "C", "C", "H", "H", "H", "H", "H", "H", "H", "H", "H", "H", "H", "N"], "positions_angstrom": [[2.26477, -0.44024, -0.31022], [0.82038, -0.98876, 0.63498], [-0.20058, 0.01087, 0.04713], [-1.11970, -0.54456, -1.04629], [-1.40244, 0.17578, 0.84992], [0.39822, 1.33666, -0.07787], [0.53346, 2.53660, -0.12546], [2.25216, -0.79770, -1.39711], [3.30098, -0.71307, 0.29744], [2.27224, 0.87770, -0.22160], [0.79622, -0.87618, 1.85088], [0.68554, -2.12274, 0.07740], [-1.15552, -1.66149, -0.87720], [-0.80282, -0.36951, -2.19723], [-3.28383, -0.36797, -0.23000], [-1.64786, 0.84320, 1.74367], [-1.61958, -0.86802, 1.35088], [0.21614, 3.71980, -0.07357], [-2.30778, 0.24964, -0.29575]], "atomic_forces_ev_per_a": [[1.279, 1.811, 3.548], [2.459, -0.610, -2.582], [2.109, -0.667, 0.652], [-0.447, 0.384, -1.711], [-4.472, -2.521, 4.271], [-1.171, 1.522, -0.698], [-1.609, 3.437, 0.282], [-0.095, 0.431, 1.758], [-2.680, 0.240, -1.905], [0.111, -4.466, -0.600], [0.692, -0.711, -3.239], [0.054, 3.078, 2.483], [-0.336, 1.180, -0.209], [-1.247, 0.035, 2.676], [3.496, 2.007, -0.042], [0.995, -0.041, -1.569], [0.717, 1.371, -0.572], [1.527, -3.871, -0.231], [-1.380, -2.610, -2.313]]}